Record 1
{"formula": "C16H28F5NO9P2TeZr", "method": "the ωB97M-V functional and the def2-TZVPD basis", "relative_energy_kcal_mol": 52.8, "e_lumo_ev": -7.419, "spin_multiplicity": 1, "homo_ev": -15.4, "largest_force_ha_per_bohr": 0.014, "homo_lumo_gap_ev": 8.015, "total_charge": 2, "elements": ["C", "C", "H", "H", "H", "C", "C", "H", "O", "O", "H", "N", "H", "H", "H", "H", "F", "C", "H", "O", "C", "P", "H", "C", "C", "H", "O", "C", "H", "F", "H", "O", "C", "H", "H", "C", "H", "H", "P", "H", "F", "C", "H", "H", "H", "C", "F", "O", "O", "Te", "O", "H", "H", "C", "H", "H", "O", "H", "H", "C", "F", "Zr", "C"], "positions_angstrom": [[2.8033, -2.8863, -1.7480], [1.6011, -2.1569, -2.2981], [6.1830, -0.1954, -0.8380], [-3.8738, -3.7304, -1.6509], [-4.2464, -1.4175, 0.8646], [0.7331, 2.3889, -2.6118], [-2.5370, -1.0588, -2.5625], [-2.6289, 4.3984, 2.5222], [1.8345, -0.7230, -2.3858], [-1.3886, 1.3865, -0.0124], [-2.3652, 0.0145, -2.4664], [-1.8573, 1.1633, 2.4085], [-3.1652, 3.7358, 4.8808], [2.6259, -3.9608, -1.7957], [-5.0378, -1.1726, -0.7061], [0.7424, 3.4039, -2.2234], [3.4808, -0.9463, 2.2451], [4.1859, 0.4715, -0.8661], [5.0395, -1.4268, -0.2995], [1.7431, 1.6683, -1.8287], [-2.5047, 3.3825, 2.8717], [-2.7280, -1.7628, -0.9374], [0.3690, 2.9252, -4.6434], [-1.6879, 2.5718, 0.5326], [-2.6592, 1.6676, 4.5770], [-3.4335, -1.2303, -3.1598], [-1.7077, 3.6231, -0.0279], [-4.1250, -0.9993, -0.1352], [-2.9163, 1.3444, 5.5758], [0.7351, -0.2161, 2.9565], [-0.2490, 1.9589, -2.4019], [2.8656, 0.1799, -0.2175], [-2.1835, 0.7788, 3.6406], [3.6877, -2.6660, -2.3461], [1.3867, -2.4627, -3.3195], [-2.8031, 3.0016, 4.1737], [2.0799, 2.7477, -4.2444], [5.4910, -0.0822, 0.7725], [1.4289, 0.2594, -1.2064], [4.3521, 1.5390, -0.7674], [1.3276, -1.2215, 1.0085], [-2.0353, 2.4087, 2.0028], [4.0268, 0.2255, -1.9133], [-1.6836, -1.5231, -3.0583], [-3.0796, -3.9535, -0.0740], [5.2762, -0.3648, -0.2559], [2.6313, 1.0778, 3.6090], [-1.5781, -1.3118, 2.7698], [-2.2556, -1.2301, 4.9039], [2.4184, 0.4831, 1.8856], [-1.4357, -1.4990, -0.1137], [2.9929, -2.6178, -0.7090], [-2.1132, -3.9618, -1.5654], [-1.9748, -0.6916, 3.7602], [-3.9430, 0.0750, -0.0747], [-2.0743, -2.1862, 4.9041], [1.0339, 1.4315, 1.2032], [1.0707, 1.3098, -4.4516], [0.7137, -2.3315, -1.6816], [-2.9764, -3.5185, -1.0680], [3.7965, 1.6609, 1.5787], [-0.4959, -0.1112, 1.0943], [1.0871, 2.3331, -4.0758]], "forces_ev_per_a": [[0.0, 0.1, 0.0], [-0.1, -0.1, 0.0], [0.0, 0.0, 0.0], [0.0, 0.0, 0.0], [0.0, 0.0, 0.0], [0.0, 0.0, -0.1], [0.0, 0.0, 0.0], [0.0, 0.0, 0.0], [0.1, 0.0, 0.0], [0.2, 0.0, 0.2], [0.0, 0.0, 0.0], [0.1, 0.0, 0.0], [0.0, 0.0, 0.0], [0.0, 0.0, 0.0], [0.0, 0.0, 0.0], [0.0, 0.0, 0.0], [0.1, 0.0, 0.0], [0.1, 0.1, 0.0], [0.0, 0.0, 0.0], [0.0, -0.1, 0.1], [-0.1, 0.0, 0.1], [0.3, 0.0, 0.0], [0.0, 0.0, 0.0], [0.0, 0.0, 0.0], [-0.1, 0.1, -0.1], [0.0, 0.0, 0.0], [0.0, 0.0, 0.0], [0.0, 0.0, 0.0], [0.0, 0.0, 0.0], [0.1, 0.0, 0.0], [0.0, 0.0, 0.0], [-0.2, -0.1, 0.1], [0.1, -0.1, 0.1], [0.0, 0.0, 0.0], [0.0, 0.0, 0.0], [0.0, 0.0, 0.0], [0.0, 0.0, 0.0], [0.0, 0.0, 0.0], [0.1, 0.0, -0.2], [0.0, 0.0, 0.0], [-0.1, 0.0, 0.0], [0.1, 0.0, -0.1], [0.0, 0.0, 0.0], [0.0, 0.0, 0.0], [0.0, 0.0, 0.0], [0.0, 0.0, 0.0], [0.0, 0.0, 0.0], [0.0, -0.1, 0.0], [0.0, 0.0, 0.0], [0.2, -0.1, 0.2], [-0.2, 0.2, 0.2], [0.0, 0.0, 0.0], [0.0, 0.0, 0.0], [0.0, 0.1, 0.0], [0.0, 0.0, 0.0], [0.0, 0.0, 0.0], [-0.3, 0.2, 0.0], [0.0, 0.0, 0.0], [0.0, 0.0, 0.0], [0.0, 0.0, 0.0], [0.1, 0.0, 0.0], [-0.5, -0.2, -0.5], [0.0, 0.0, 0.0]], "lowdin_charge": [-0.0537, -0.2472, 0.1054, 0.0807, 0.0698, -0.2288, -0.1313, 0.1460, -0.2563, -0.2536, 0.0633, 0.0328, 0.1362, 0.0948, 0.0815, 0.1302, -0.2564, -0.1919, 0.0796, -0.2508, 0.0806, 0.6507, 0.0921, -0.5202, 0.0763, 0.0814, 0.1785, -0.1371, 0.1430, -0.4526, 0.0949, -0.4748, -0.1520, 0.0950, 0.1267, 0.0397, 0.0911, 0.0753, 0.8500, 0.1261, -0.5083, -0.1343, 0.1218, 0.0681, 0.0756, -0.0498, -0.3079, -0.0182, 0.2387, 1.9425, -0.5155, 0.0647, 0.0732, -0.4199, 0.0603, 0.1776, -0.6238, 0.0771, 0.0891, -0.1370, -0.2893, 1.8548, -0.0547]}

Record 2
{"formula": "C40H56BN9O8RuS", "method": "the ωB97M-V functional and the def2-TZVPD basis", "relative_energy_kcal_mol": 34.4, "e_lumo_ev": [-4.326, -4.823], "spin_multiplicity": 2, "homo_ev": [-11.0, -11.1], "largest_force_ha_per_bohr": 0.026, "homo_lumo_gap_ev": [6.722, 6.235], "total_charge": 1, "elements": ["C", "O", "N", "H", "C", "H", "O", "H", "H", "N", "H", "H", "H", "H", "C", "C", "C", "O", "N", "C", "H", "H", "C", "C", "H", "H", "C", "H", "B", "C", "C", "C", "N", "H", "C", "O", "H", "H", "H", "N", "H", "C", "H", "H", "H", "H", "C", "H", "C", "H", "H", "H", "N", "O", "H", "H", "O", "H", "C", "C", "H", "H", "C", "N", "H", "H", "O", "C", "H", "H", "H", "C", "N", "H", "H", "C", "H", "H", "C", "H", "C", "C", "H", "H", "C", "C", "C", "O", "C", "H", "H", "C", "H", "H", "H", "S", "H", "H", "N", "Ru", "H", "C", "C", "C", "C", "H", "H", "H", "C", "C", "C", "C", "H", "H", "C", "C"], "positions_angstrom": [[-2.4707, -1.2898, -4.4129], [0.9954, -3.4673, -3.0176], [-1.8235, -0.0224, -1.1435], [1.5944, -5.1107, -1.5249], [-2.3934, 1.8453, 2.5353], [-2.8588, -3.0168, -1.8156], [1.4363, -0.9770, 0.1806], [4.4591, 3.2010, 1.4747], [8.9503, -1.8848, 0.6147], [-1.6924, 1.4483, 1.4606], [1.7989, -4.7152, 2.7199], [-3.5117, 4.1706, -1.5784], [-2.2403, 3.3460, -3.5118], [-3.4160, -0.1757, 4.0976], [-1.7803, -1.9912, -0.1875], [1.7065, -4.2673, 1.7408], [-3.5149, 2.5331, 2.0817], [2.2098, -6.9141, 1.8497], [-2.3596, 1.8565, 0.3332], [1.4280, -2.2470, 0.3392], [-0.7747, 0.4589, 5.2781], [-2.7138, -2.3482, -4.3028], [0.3011, 2.7853, -2.0372], [-4.3921, 3.5296, -1.5330], [9.5546, 0.1199, 1.9329], [4.8499, 0.6227, -1.2700], [4.2597, -0.2877, -1.1890], [2.6591, 2.0357, 3.0107], [-1.7873, 1.4986, -1.0700], [5.8915, -0.5073, 0.9595], [-0.0747, 3.0832, -3.4630], [-2.2681, -2.5171, 2.1908], [1.0334, -2.6414, -2.1289], [6.5805, -2.3009, 0.0121], [-3.4799, 2.5114, 0.7029], [1.2386, -2.6968, 3.8783], [2.3575, 0.8454, 1.7413], [7.8018, 1.7016, 2.6572], [-1.7621, -4.7558, -0.4308], [-0.3494, 1.9979, -1.1628], [-0.4317, 2.0073, -5.3052], [1.4946, -2.9046, 1.6109], [0.0605, 1.3339, 4.0116], [-3.3197, -4.2596, 0.2528], [-1.3842, -1.1925, -4.4261], [-0.5972, -3.1962, 1.0785], [8.1859, -1.1788, 0.9110], [-5.0642, -0.4359, -4.1708], [1.4657, 3.2205, -1.4158], [-1.3502, 4.3881, -4.6165], [-3.3475, -2.3921, 2.0828], [-4.2744, 2.7121, -2.2428], [-1.3791, -0.7041, -0.0540], [4.0792, -2.3219, 0.4667], [-0.8427, -0.1575, 3.6491], [4.1816, 1.9959, 0.2132], [2.2059, -7.0916, -0.3011], [-2.8596, -0.9492, -5.3732], [-2.4547, -0.8542, -1.9766], [-2.2528, -4.3624, 0.4619], [-6.0041, 1.6329, 0.8807], [-2.9242, 0.5873, -3.4702], [6.8644, -1.4162, 0.5681], [0.3735, 1.8943, -0.0286], [5.4333, 1.2606, 2.0879], [0.7622, 3.6695, -3.8461], [1.1728, -0.9072, 2.6989], [2.0971, 1.8472, 2.0968], [-5.3482, 1.0308, -0.6447], [-2.4456, 1.9837, -1.9185], [2.1088, 3.8745, 1.4024], [3.8426, 2.9491, 0.6117], [2.0949, -6.4642, 0.7298], [4.7169, -1.0990, -1.7556], [-2.0806, -3.2172, 3.0067], [-3.3030, 0.7976, 4.5814], [-1.3572, 4.7478, -2.8878], [-0.9158, 1.1213, -3.8491], [-4.6457, 3.0165, -0.1181], [-3.1499, 0.6344, 5.6485], [-1.3350, 3.9411, -3.6224], [1.4726, 2.6434, -0.1505], [-2.1341, -5.0938, 1.2617], [4.0072, 3.7155, -0.1456], [1.7977, -5.0297, 0.6105], [6.2114, 0.5974, 1.7333], [1.3690, -3.1365, -0.7750], [0.7835, -1.4623, -2.2813], [-0.1638, 1.7862, -4.2712], [-5.0402, 3.8534, 0.4614], [-1.8460, -1.5485, 2.4674], [8.5239, -0.0514, 1.6514], [0.7893, 1.2553, -4.2704], [3.2387, -0.1111, -1.5284], [-4.2810, 2.9882, 2.6878], [4.1824, -0.8225, 0.5282], [-4.2320, 1.3514, 4.4546], [-6.6129, 2.2744, -0.6494], [1.3016, -2.1590, 2.8084], [0.0124, 0.2650, 1.1302], [-2.0277, 2.5166, 4.4969], [-2.4376, -2.1166, -1.4011], [7.5397, 0.8341, 2.0652], [2.3740, 2.8859, 1.0135], [-0.8379, 0.7626, 4.2333], [-5.0745, -0.1107, -2.4351], [1.0288, 1.8894, 2.3730], [-5.2531, 4.1186, -1.8507], [1.5899, -4.4796, -0.6477], [-5.7207, 1.9192, -0.1320], [-1.6442, -3.0319, 0.8864], [-2.1070, 1.5534, 3.9861], [-4.8265, -1.7589, -3.0224], [2.2049, 3.8833, -1.8333], [-4.6078, -0.7080, -3.2185], [-3.0953, -0.4716, -3.2772]], "forces_ev_per_a": [[0.1, 0.1, 0.0], [0.0, 0.0, 0.0], [0.2, -0.4, -0.1], [0.0, 0.0, 0.0], [-0.1, 0.0, -0.2], [0.0, 0.0, 0.1], [-0.8, 1.0, 0.3], [0.0, 0.0, 0.0], [0.0, 0.0, 0.0], [0.1, -0.1, 0.6], [0.0, 0.0, 0.0], [0.0, 0.0, -0.1], [0.0, 0.0, 0.0], [0.0, 0.0, 0.0], [0.1, 0.1, 0.1], [0.0, 0.0, 0.3], [0.1, 0.1, 0.2], [0.0, 0.0, 0.0], [0.1, 0.3, 0.1], [0.2, -0.1, -0.1], [0.0, 0.0, 0.0], [0.0, 0.0, 0.0], [0.3, 0.2, 0.0], [0.0, 0.1, 0.1], [0.0, 0.0, 0.0], [0.0, 0.0, -0.1], [-0.1, 0.1, -0.1], [-0.1, -0.1, 0.1], [-0.5, 0.1, -0.1], [0.0, 0.0, 0.1], [-0.3, -0.1, 0.1], [0.0, -0.1, -0.1], [0.1, -0.1, 0.0], [0.0, 0.0, 0.0], [-0.1, 0.1, 0.1], [0.1, -0.1, 0.0], [0.2, 0.1, 0.1], [0.0, 0.0, 0.0], [0.0, 0.0, 0.0], [0.2, 0.3, -0.3], [0.0, 0.0, 0.0], [0.0, 0.0, -0.2], [0.1, 0.0, 0.0], [0.0, 0.0, 0.0], [0.0, 0.0, 0.0], [0.1, -0.1, 0.0], [0.0, 0.0, 0.1], [0.0, 0.0, 0.0], [0.0, -0.1, 0.1], [0.0, 0.0, 0.0], [0.0, 0.0, 0.0], [0.0, 0.0, 0.0], [0.5, -0.1, 0.2], [-0.2, 0.4, 0.0], [0.0, -0.1, 0.1], [0.0, 0.0, 0.0], [0.0, 0.0, 0.0], [0.0, 0.0, 0.0], [-0.1, 0.0, 0.0], [0.0, 0.0, 0.0], [0.0, 0.0, 0.0], [0.1, 0.0, 0.1], [0.1, 0.1, -0.1], [-0.2, -0.9, -0.5], [0.0, 0.0, 0.0], [0.0, 0.0, 0.0], [-0.4, -0.6, 0.6], [0.0, -0.1, -0.4], [0.0, 0.0, 0.0], [0.0, -0.1, 0.0], [-0.1, 0.0, 0.0], [0.0, 0.0, 0.0], [0.0, 0.0, 0.0], [0.1, 0.0, 0.0], [0.0, 0.0, 0.0], [0.0, 0.1, 0.0], [0.0, 0.0, 0.0], [0.0, 0.0, 0.0], [0.1, -0.2, -0.2], [0.0, 0.0, 0.0], [0.1, 0.0, 0.1], [0.1, 0.2, 0.1], [0.0, 0.0, 0.0], [0.0, 0.0, 0.0], [0.0, 0.0, -0.1], [0.1, 0.0, 0.0], [-0.1, 0.2, 0.0], [0.0, 0.0, 0.0], [0.1, 0.1, 0.0], [0.0, 0.0, 0.1], [0.0, 0.0, 0.1], [0.0, 0.0, 0.0], [0.0, 0.0, 0.0], [0.0, -0.1, 0.0], [0.0, 0.0, 0.0], [0.8, -0.5, 0.1], [0.0, 0.0, 0.0], [0.0, 0.0, 0.0], [0.0, 0.2, -0.2], [-0.2, 0.3, -0.9], [0.0, 0.0, 0.0], [0.0, -0.2, 0.1], [0.0, 0.0, 0.0], [0.1, 0.0, 0.1], [0.0, 0.1, 0.0], [0.0, 0.0, 0.0], [0.0, 0.1, 0.1], [0.0, 0.0, 0.0], [0.0, -0.2, -0.1], [0.0, 0.1, 0.1], [-0.4, 0.2, 0.1], [-0.1, -0.1, 0.0], [0.0, 0.0, 0.0], [0.0, 0.0, 0.0], [0.0, 0.1, 0.0], [-0.1, -0.1, -0.1]], "lowdin_charge": [-0.0422, 0.0935, 0.0762, 0.1436, -0.2167, 0.1269, -0.2071, 0.0866, 0.1114, -0.0142, 0.1474, 0.0775, 0.0542, 0.0815, -0.2087, 0.1050, 0.0315, 0.1002, 0.0797, -0.3215, 0.1009, 0.0868, -0.1601, -0.0653, 0.1096, 0.0562, -0.2007, 0.1146, -0.5030, -0.3839, -0.3331, -0.0346, -0.3136, 0.1136, -0.1660, 0.1604, 0.0257, 0.1090, 0.0860, 0.0829, 0.0938, -0.1189, 0.0585, 0.0912, 0.0762, 0.0859, -0.0591, 0.0901, 0.0716, 0.0884, 0.0970, 0.0616, 0.0054, -0.4776, 0.0309, 0.0415, 0.1041, 0.0897, -0.1751, -0.0469, 0.0831, 0.1073, -0.0656, -0.0220, 0.0838, 0.1374, -0.1059, -0.0785, 0.0641, 0.0977, 0.1547, -0.0417, -0.3467, 0.0725, 0.0949, -0.0464, 0.0877, 0.0511, -0.3320, 0.0877, -0.0471, -0.2163, 0.0906, 0.0891, -0.1033, -0.0906, -0.0464, 0.0783, -0.0299, 0.1401, 0.0340, -0.0681, 0.0917, 0.0396, 0.1302, 0.9378, 0.0766, 0.0902, -0.2715, 1.4721, 0.1482, 0.0574, -0.0683, -0.3242, -0.0791, 0.0598, 0.0438, 0.0908, 0.1123, -0.0405, -0.3552, -0.3458, 0.0872, 0.1249, -0.0365, -0.3535]}

Record 3
{"formula": "C4H11NS", "method": "the ωB97M-V functional and the def2-TZVPD basis", "relative_energy_kcal_mol": 49.3, "e_lumo_ev": [3.206, 3.124], "spin_multiplicity": 2, "homo_ev": [1.2, -4.4], "largest_force_ha_per_bohr": 0.029, "homo_lumo_gap_ev": [1.961, 7.550], "total_charge": -1, "elements": ["H", "H", "H", "C", "H", "H", "H", "H", "H", "H", "H", "C", "S", "C", "H", "C", "N"], "positions_angstrom": [[-0.8161, -0.1430, 3.1215], [-2.0768, 1.2784, 3.2376], [1.4986, 0.2951, -2.8537], [0.4461, 0.2636, -2.6246], [-0.2281, 0.5400, -3.3829], [1.8536, 2.1375, 2.1705], [-0.2207, -0.8024, 0.1683], [1.5158, 0.6246, 2.9068], [-1.6873, -0.8758, -0.7492], [-0.4009, 2.7256, 2.3547], [-0.9037, -2.3818, -0.2842], [-0.7252, -1.3665, -0.6169], [0.0853, -1.4735, -2.2197], [-1.1138, 0.8860, 2.9653], [0.3265, 0.9783, -1.8076], [-0.1135, 1.7078, 2.6059], [1.1882, 1.3852, 2.3233]], "forces_ev_per_a": [[-0.6, -0.2, 0.2], [-0.3, -0.1, -0.1], [0.2, 0.2, -0.7], [0.4, -0.4, 1.4], [-0.4, 0.6, -1.3], [0.0, 0.1, 0.1], [0.5, -0.1, -0.3], [0.5, 0.0, -0.3], [-0.2, -0.1, 0.0], [0.3, 0.1, 0.2], [0.0, -0.2, 0.1], [-0.6, 0.5, 0.0], [0.3, 0.1, 0.4], [1.3, -0.1, 0.2], [-0.2, -0.4, 0.3], [-0.9, 0.8, -0.7], [-0.3, -0.6, 0.4]], "lowdin_charge": [0.0184, 0.0071, 0.0020, -0.4871, -0.0124, -0.0605, 0.0236, 0.0070, 0.0182, 0.0427, 0.0097, -0.4933, 0.6590, -0.1271, 0.0173, -0.5648, -0.0600]}